The following is a quantum chemistry calculation of C6H13NO in the gas phase at a distorted geometry, from the Open Molecules 2025 dataset.

Geometry as XYZ:
```
21
Properties=species:S:1:pos:R:3
C 0.0595 0.8458 -0.2145
C -1.3444 0.6043 0.4645
C -1.1883 -0.1574 1.7363
C -2.2970 1.8543 0.4307
C 0.5875 -0.3621 -0.9995
N 1.6583 -1.1001 -0.5483
C 2.4545 -0.9114 0.7119
O 0.0430 -0.7360 -2.0252
H 0.7602 1.1076 0.5745
H 0.0651 1.7689 -0.8002
H -1.7248 0.0618 -0.4341
H -0.7242 0.4749 2.4795
H -2.1757 -0.4828 2.0981
H -0.6775 -1.1000 1.5374
H -3.2716 1.5572 0.8203
H -1.9573 2.5490 1.2142
H -2.3689 2.1477 -0.6071
H 2.0791 -1.6697 -1.2649
H 2.1220 -1.7006 1.3826
H 3.5073 -0.8353 0.4639
H 2.2681 0.0609 1.1326
```

Output
* E_LUMO: 0.88 eV
* relative energy (zero: lowest compared OMol25 entry of this formula, charge and spin): 1.121 eV
* charge: 0
* multiplicity: 1
* SMILES string: CNC(=O)CC(C)C
* gap between HOMO and LUMO: 0.38311 hartree
* highest occupied orbital energy: -9.55 eV

=====

The following is a quantum chemistry calculation of C4H6N2O in the gas phase at a distorted geometry, from the Open Molecules 2025 dataset.

Geometry as XYZ:
```
13
Properties=species:S:1:pos:R:3
C 0.1764 1.8280 0.7806
C -0.2666 0.4245 0.4073
C 0.2818 -0.1599 -0.7530
C -0.1070 -1.4654 -0.9543
O 0.3975 -2.3373 -1.9102
N -0.9656 -2.1692 -0.2749
N -1.0890 -0.3221 1.0855
H -0.2427 2.2027 1.7196
H -0.0991 2.5243 -0.0195
H 1.2699 1.8497 0.8589
H 0.9792 0.3272 -1.4096
H 1.1092 -2.8315 -1.4725
H -1.4439 0.1288 1.9420
```

Output
* E_LUMO (alpha / beta): -1.41 / -1.23 eV
* relative energy (zero: lowest compared OMol25 entry of this formula, charge and spin): 4.833 eV
* charge: 0
* multiplicity: 1
* gap between HOMO and LUMO (alpha / beta): 0.25425 / 0.26176 hartree
* highest occupied orbital energy (alpha / beta): -8.33 / -8.35 eV

=====

The following is a quantum chemistry calculation of C5H11N3O in the gas phase at a distorted geometry, from the Open Molecules 2025 dataset.

Geometry as XYZ:
```
20
Properties=species:S:1:pos:R:3
C -1.9934 1.0951 -0.9195
C -1.5190 -0.1685 -0.2187
C -2.3759 -1.0183 0.4238
C 0.8727 0.6072 0.1531
C 0.4303 1.8617 0.9209
H -1.2003 1.4431 -1.6176
H -2.9619 0.8975 -1.4324
H -2.1051 1.9255 -0.1847
H -2.0983 -1.8814 0.9948
H -3.4382 -0.9720 0.3321
H -0.2138 -2.4039 -0.0270
H 0.2797 -1.8584 1.3741
H -0.2778 1.5920 1.7120
H -0.0435 2.5445 0.2040
H 1.2699 2.3973 1.3402
H 1.7885 -1.3238 -0.4578
N -0.0960 -0.4255 -0.1121
N 0.3473 -1.6703 0.3812
N 2.1288 0.5187 -0.1290
O 2.4814 -0.6980 -0.6721
```

Output
* E_LUMO: 0.70 eV
* relative energy (zero: lowest compared OMol25 entry of this formula, charge and spin): 4.073 eV
* charge: 0
* multiplicity: 1
* SMILES string: C=C(C)N(N)/C(C)=N\O
* gap between HOMO and LUMO: 0.33271 hartree
* highest occupied orbital energy: -8.35 eV

=====

The following is a quantum chemistry calculation of a gas-phase ion, C20H37N2O3 (charge +1), from the Open Molecules 2025 dataset.

Geometry as XYZ:
```
62
Properties=species:S:1:pos:R:3
C -2.2715 5.5668 1.6573
C -1.4254 4.3398 1.3417
C 0.0683 4.6470 1.4206
C 0.9326 3.4419 1.0535
C 2.4193 3.7440 1.2188
C 3.3331 2.5998 0.7829
H 3.1269 2.3290 -0.2538
H 4.3655 2.9474 0.8382
C 3.2077 1.3529 1.6691
C 2.0223 0.4897 1.3663
O 1.2420 0.0375 2.1612
O 1.9372 0.1901 0.0428
C 0.8911 -0.6910 -0.3329
C -0.4416 0.0753 -0.5439
N -1.4992 -0.4067 0.3028
C -2.0875 -1.5887 0.1324
O -1.8063 -2.3821 -0.7732
C -3.1008 -1.8036 1.2202
H -4.0386 -2.1821 0.8176
C -3.2236 -0.4308 1.8871
H -3.3483 -0.5025 2.9640
H -4.0784 0.1077 1.4788
C -1.9221 0.2837 1.5087
H -2.0703 1.3443 1.3002
H -1.1482 0.1793 2.2771
H -2.7073 -2.5588 1.9048
H -0.7619 -0.0094 -1.5877
H -0.2794 1.1309 -0.3197
C 1.3572 -1.4187 -1.6002
N 0.5476 -2.6223 -1.8682
C 1.0732 -3.8138 -1.1623
C 0.1036 -4.9790 -1.3098
C -0.0950 -5.3086 -2.7851
C -0.5797 -4.0597 -3.5130
C 0.4037 -2.9136 -3.3118
H 0.0401 -2.0165 -3.8160
H 1.3854 -3.1719 -3.7184
H -0.6832 -4.2544 -4.5798
H -1.5565 -3.7673 -3.1242
H -0.8256 -6.1081 -2.8927
H 0.8445 -5.6539 -3.2204
H 0.4996 -5.8408 -0.7741
H -0.8548 -4.7100 -0.8631
H 1.2110 -3.5666 -0.1087
H 2.0454 -4.0713 -1.5923
H -0.4611 -2.4682 -1.4739
H 1.2880 -0.7295 -2.4446
H 2.4084 -1.6956 -1.4841
H 0.7475 -1.4064 0.4917
H 4.0887 0.7239 1.5166
H 3.1643 1.6318 2.7225
H 2.6213 3.9876 2.2635
H 2.6664 4.6250 0.6231
H 0.7382 3.1645 0.0123
H 0.6563 2.5999 1.6928
H 0.3014 5.4747 0.7479
H 0.3121 4.9671 2.4352
H -1.6706 3.9809 0.3376
H -1.6656 3.5455 2.0543
H -3.3307 5.3267 1.6057
H -2.0510 5.9329 2.6568
H -2.0654 6.3644 0.9478
```

Output
* E_LUMO: -1.96 eV
* relative energy (zero: lowest compared OMol25 entry of this formula, charge and spin): 0.000 eV
* charge: +1
* multiplicity: 1
* SMILES string: CCCCCCCC(=O)O[C@@H](CN1CCCC1=O)C[NH+]1CCCCC1
* gap between HOMO and LUMO: 0.40199 hartree
* highest occupied orbital energy: -12.90 eV